Record 1
9
Properties=species:S:1:pos:R:3:mulliken_charge:R:1 method="wB97M-V/def2-TZVPD" de_lowest_kj_mol=139.5 charge=0 total_energy_ev=-27791.7122 smiles=c1cn2ssc2n1 mol_weight_g_mol=130.197 largest_force_ev_per_a=2.730
C -0.20 0.49 0.64 -0.331
C -0.40 0.13 -0.61 -0.133
C -1.57 1.92 0.04 0.328
N -0.99 1.51 1.10 -0.544
N -1.33 1.08 -1.04 0.005
S -2.97 2.89 -0.55 -0.132
S -2.59 1.60 -2.18 0.001
H 0.37 -0.11 1.24 0.459
H -0.12 -0.85 -0.96 0.347

Record 2
20
Properties=species:S:1:pos:R:3:mulliken_charge:R:1 method="wB97M-V/def2-TZVPD" de_lowest_kj_mol=582.1 charge=0 total_energy_ev=-11413.1837 mol_weight_g_mol=120.152 largest_force_ev_per_a=1.527
C 0.42 2.06 -0.85 -0.711
C 0.28 -1.26 -1.78 -1.293
C -0.45 -0.60 -0.63 0.971
O 0.83 0.85 -0.28 -0.463
O -1.60 -0.18 -0.75 -0.697
H 0.56 2.90 -0.15 0.290
H 1.00 2.29 -1.76 0.235
H -0.65 2.02 -1.10 0.314
H 1.34 -1.43 -1.56 0.369
H -0.20 -2.21 -2.01 0.361
H 0.21 -0.61 -2.66 0.299
C 0.46 0.80 1.61 -0.580
N -0.07 -1.12 0.70 -0.014
N -1.12 -1.77 1.40 -0.784
H 0.76 -1.70 0.69 0.279
H -1.05 -1.49 2.39 0.241
H -1.98 -1.34 1.04 0.284
H 0.62 0.10 2.43 0.248
H -0.57 1.14 1.60 0.353
H 1.23 1.56 1.65 0.300

Record 3
63
Properties=species:S:1:pos:R:3:mulliken_charge:R:1 method="wB97M-V/def2-TZVPD" spin_multiplicity=2 charge=0 total_energy_ev=-161638.7180 s_squared=0.765 mol_weight_g_mol=723.285 largest_force_ev_per_a=0.434
V -0.32 -0.03 -0.29 -0.053
F -0.19 -7.18 0.03 -0.293
C 0.14 -5.91 0.22 0.526
C 1.34 -5.58 0.82 0.292
F 2.16 -6.55 1.22 -0.300
C 1.67 -4.25 1.01 0.323
F 2.85 -3.99 1.57 -0.403
C 0.83 -3.22 0.62 -0.671
P 1.23 -1.43 0.81 2.353
C 2.88 -1.31 0.03 0.823
C 3.68 -0.21 0.29 -0.339
C 4.84 0.00 -0.45 -0.614
C 5.20 -0.88 -1.46 -0.630
C 4.40 -1.99 -1.72 -0.757
C 3.24 -2.20 -0.99 -0.323
C 1.49 -1.16 2.59 0.518
C 1.60 0.18 2.96 -0.364
C 1.79 0.53 4.29 -0.915
C 1.83 -0.46 5.27 -0.633
C 1.67 -1.79 4.91 -0.744
C 1.50 -2.14 3.58 -0.779
C -0.36 -3.58 -0.02 -0.336
Br -1.53 -2.23 -0.75 -0.167
C -0.71 -4.90 -0.21 0.330
F -1.85 -5.23 -0.82 -0.320
H 3.41 0.51 1.05 0.222
H 5.45 0.87 -0.24 0.451
H 6.10 -0.72 -2.03 0.391
H 4.67 -2.68 -2.50 0.415
H 2.61 -3.05 -1.22 0.316
H 1.51 0.96 2.21 0.294
H 1.89 1.57 4.56 0.471
H 1.96 -0.19 6.31 0.379
H 1.67 -2.56 5.67 0.426
H 1.36 -3.19 3.33 0.323
N -2.72 3.31 -0.72 -0.419
C -2.08 2.21 -0.31 0.645
O -1.70 1.37 -1.15 -0.522
C -1.82 1.97 1.16 -0.903
C -1.50 0.50 1.40 -0.852
H -2.68 3.54 -1.70 0.247
H -2.97 4.03 -0.06 0.223
H -2.65 2.38 1.75 0.522
H -0.94 2.59 1.38 0.176
H -2.43 -0.09 1.42 0.634
H -1.03 0.37 2.38 0.259
F 0.76 -2.00 -3.00 -0.444
C 0.37 -0.72 -3.09 1.004
C 1.17 0.29 -2.72 -0.620
N 0.82 1.60 -2.90 0.186
C 1.61 2.62 -2.22 -1.071
C 1.55 2.52 -0.69 0.408
O 2.09 3.40 -0.05 -0.706
O 0.95 1.49 -0.20 0.243
C -0.40 1.95 -3.46 0.224
O -0.79 3.10 -3.56 -0.661
N -1.12 0.89 -3.96 0.042
C -0.90 -0.47 -3.77 0.358
O -1.66 -1.31 -4.19 -0.639
H 2.15 0.10 -2.28 0.431
H 1.23 3.60 -2.51 0.441
H 2.65 2.55 -2.54 0.316
H -2.01 1.14 -4.38 0.271

Record 4
106
Properties=species:S:1:pos:R:3:mulliken_charge:R:1 method="wB97M-V/def2-TZVPD" spin_multiplicity=2 de_lowest_kj_mol=301.4 charge=+2 total_energy_ev=-90882.2750 s_squared=0.763 mol_weight_g_mol=1140.679 largest_force_ev_per_a=3.670
Ir -1.84 -1.45 0.25 2.040
C 5.11 6.20 1.82 -1.622
C 4.39 4.98 1.35 0.642
C 3.66 4.20 2.23 -1.034
C 2.98 3.07 1.80 1.138
C 2.23 2.22 2.78 -1.594
C 3.01 2.78 0.44 -0.219
Te 1.77 1.03 -0.32 0.490
N 0.39 -0.59 -0.56 -0.140
C 0.67 -1.82 -0.86 0.215
O -0.24 -2.69 -0.71 -0.475
C 1.96 -2.27 -1.44 0.155
C 3.16 -1.99 -0.81 -0.130
C 4.35 -2.44 -1.36 -0.917
C 4.34 -3.16 -2.55 -0.610
C 3.13 -3.45 -3.17 -1.005
C 1.94 -3.02 -2.61 -0.196
C 0.67 2.10 -1.76 1.169
C 0.55 1.56 -3.05 0.317
C 1.31 0.35 -3.50 -2.049
C -0.29 2.17 -3.96 -0.865
C -0.98 3.34 -3.66 0.603
C -1.91 3.96 -4.64 -1.627
C -0.80 3.89 -2.40 -0.514
C 0.00 3.29 -1.44 0.332
C 0.10 3.91 -0.08 -1.279
C 3.79 3.48 -0.46 1.084
C 3.92 3.06 -1.89 -1.571
C 4.46 4.60 0.01 -0.883
H 4.89 6.39 2.86 0.369
H 4.82 7.06 1.22 0.367
H 6.18 6.07 1.71 0.356
H 3.63 4.46 3.28 0.416
H 2.66 2.33 3.78 0.540
H 2.28 1.17 2.49 0.074
H 1.18 2.52 2.84 0.275
H 3.17 -1.46 0.14 0.633
H 5.29 -2.24 -0.86 0.479
H 5.26 -3.50 -2.98 0.442
H 3.12 -4.02 -4.08 0.484
H 1.00 -3.24 -3.08 0.559
H 2.11 0.10 -2.80 0.107
H 1.74 0.52 -4.48 0.636
H 0.64 -0.51 -3.57 0.316
H -0.39 1.74 -4.95 0.511
H -1.70 3.63 -5.65 0.408
H -1.86 5.05 -4.60 0.395
H -2.94 3.68 -4.40 0.262
H -1.29 4.82 -2.15 0.629
H -0.80 4.49 0.14 0.550
H 0.94 4.60 -0.03 0.411
H 0.23 3.15 0.68 -0.405
H 3.85 1.97 -1.98 0.144
H 4.88 3.38 -2.29 0.570
H 3.14 3.52 -2.50 0.272
H 5.08 5.16 -0.68 0.549
C -3.81 -5.41 -1.60 -1.159
S -2.47 -4.17 -1.49 0.544
O -3.13 -3.09 -0.65 -0.766
C -1.44 -5.05 -0.30 0.717
C -0.18 -5.49 -0.65 -0.555
C 0.63 -6.05 0.32 -0.647
C 0.17 -6.19 1.62 -0.475
C -1.09 -5.74 1.96 -1.052
C -1.90 -5.15 1.00 -0.161
H -4.15 -5.69 -0.61 0.346
H -3.43 -6.28 -2.13 0.435
H -4.63 -4.98 -2.17 0.451
H 0.18 -5.39 -1.66 0.389
H 1.63 -6.38 0.07 0.447
H 0.80 -6.65 2.37 0.464
H -1.46 -5.86 2.97 0.503
H -2.87 -4.77 1.26 0.436
C -1.71 1.63 4.15 -1.566
C -1.80 1.08 2.73 0.629
P -1.76 -0.76 2.56 0.318
C -3.11 -1.30 3.68 -0.757
C -3.45 -2.78 3.52 -1.110
C -0.18 -1.22 3.41 -0.141
C 0.23 -2.66 3.13 -1.208
H -1.75 2.72 4.12 0.442
H -0.78 1.34 4.63 0.332
H -2.54 1.29 4.76 0.418
H -0.97 1.47 2.13 -0.786
H -2.73 1.42 2.27 0.401
H -3.99 -0.70 3.43 0.429
H -2.83 -1.08 4.71 0.572
H -3.71 -3.00 2.49 0.132
H -4.30 -3.04 4.16 0.465
H -2.62 -3.41 3.82 0.287
H -0.29 -1.06 4.48 0.683
H 0.58 -0.53 3.02 -0.218
H -0.45 -3.36 3.60 0.348
H 1.23 -2.84 3.52 0.504
H 0.24 -2.85 2.06 -0.043
I -6.79 0.08 -2.78 0.162
C -5.05 0.76 -1.81 -0.578
C -4.82 2.11 -1.59 -0.264
C -3.63 2.48 -0.97 -1.251
C -2.74 1.50 -0.59 -0.287
N -2.98 0.20 -0.77 0.164
C -4.10 -0.17 -1.38 0.038
H -5.54 2.85 -1.90 0.508
H -3.42 3.52 -0.79 0.513
H -1.79 1.75 -0.13 0.790
H -4.27 -1.23 -1.52 0.353

Record 5
117
Properties=species:S:1:pos:R:3:mulliken_charge:R:1 method="wB97M-V/def2-TZVPD" spin_multiplicity=2 de_lowest_kj_mol=0.0 charge=+1 total_energy_ev=-133288.4042 s_squared=0.756 mol_weight_g_mol=879.294 largest_force_ev_per_a=2.542
Ti 0.49 1.31 -1.33 0.688
C -2.01 -2.28 -3.02 -1.631
C -1.02 -2.47 -1.90 0.179
C -0.50 -3.70 -1.62 -0.663
C 0.37 -3.90 -0.55 -0.512
N 0.62 -2.96 0.34 -0.813
N -0.09 -1.77 0.16 0.696
B 0.11 -0.76 1.24 -1.054
N 1.48 -0.79 1.88 0.567
N 1.42 -1.64 2.94 -0.254
C 2.55 -1.79 3.58 0.075
C 3.76 -1.20 3.09 -0.327
C 3.81 -0.37 2.00 -0.568
C 5.15 0.27 1.63 -1.819
C 2.54 -0.21 1.32 1.279
S 2.49 1.02 0.09 -0.595
C 2.57 -2.72 4.78 1.760
C 1.11 -3.04 5.11 -1.434
C 3.34 -3.97 4.33 -1.209
C 3.31 -1.99 5.93 -1.609
N -1.14 -0.45 2.04 1.350
N -2.19 -1.29 1.74 -0.264
C -3.30 -1.06 2.37 -0.124
C -3.46 0.07 3.19 -0.174
C -2.47 0.99 3.42 -0.042
C -2.59 2.21 4.33 -1.724
C -1.17 0.62 2.92 0.871
S 0.19 1.41 3.53 -0.333
C -4.34 -2.14 2.26 1.930
C -3.96 -3.14 3.36 -1.644
C -5.74 -1.55 2.52 -1.758
C -4.28 -2.80 0.88 -1.223
C -0.73 -1.47 -0.97 1.484
S -1.46 0.11 -1.17 -0.462
C 1.18 -5.16 -0.25 2.147
C 0.54 -5.84 0.97 -1.297
C 2.64 -4.82 0.15 -1.156
C 1.10 -6.12 -1.46 -2.077
H -2.18 -3.23 -3.57 0.415
H -1.63 -1.51 -3.69 0.268
H -2.95 -1.93 -2.56 0.332
H -0.67 -4.52 -2.27 0.566
H 4.69 -1.50 3.58 0.397
H 6.01 -0.42 1.73 0.431
H 5.38 1.12 2.30 0.327
H 5.09 0.66 0.58 0.366
H 0.69 -3.47 4.18 0.111
H 0.54 -2.13 5.36 0.303
H 1.00 -3.79 5.94 0.446
H 3.00 -4.25 3.34 0.089
H 3.22 -4.83 5.02 0.434
H 4.42 -3.66 4.30 0.344
H 2.83 -0.99 6.10 0.330
H 4.33 -1.79 5.60 0.363
H 3.29 -2.54 6.91 0.405
H -4.42 0.19 3.70 0.348
H -3.59 2.68 4.24 0.411
H -1.80 2.97 4.11 0.412
H -2.42 1.87 5.39 0.310
H -4.02 -2.66 4.33 0.406
H -2.93 -3.48 3.16 0.269
H -4.66 -3.99 3.38 0.447
H -5.84 -1.26 3.58 0.352
H -6.53 -2.28 2.27 0.418
H -5.84 -0.65 1.84 0.379
H -3.28 -3.24 0.66 0.090
H -4.49 -2.08 0.02 0.227
H -5.03 -3.62 0.78 0.458
H 0.56 -5.16 1.84 0.131
H 1.13 -6.80 1.21 0.375
H -0.52 -6.11 0.76 0.378
H 2.63 -4.06 0.92 -0.009
H 3.23 -4.44 -0.69 0.331
H 3.12 -5.75 0.56 0.402
H 0.06 -6.46 -1.63 0.350
H 1.75 -7.00 -1.26 0.399
H 1.44 -5.61 -2.36 0.487
Cl 1.58 0.12 -3.05 -0.588
F -0.33 2.65 -0.44 -0.437
C -0.40 2.06 -5.60 -1.502
C 0.41 3.27 -5.09 2.012
C -0.18 4.45 -5.88 -1.779
C 1.88 3.09 -5.47 -1.568
P 0.27 3.39 -3.19 0.215
C -1.32 4.29 -2.97 0.879
C -1.46 5.68 -3.21 -0.326
C -2.65 6.31 -2.81 -0.813
C -3.73 5.60 -2.31 -0.716
C -3.66 4.22 -2.26 -0.794
C -2.45 3.55 -2.60 -0.519
C 1.65 4.72 -2.48 1.750
C 1.98 5.98 -3.33 -1.819
C 2.93 3.87 -2.32 -1.375
C 1.22 5.29 -1.13 -1.712
H -0.10 1.89 -6.68 0.495
H -1.50 2.24 -5.56 0.334
H -0.18 1.15 -5.01 0.188
H -0.08 4.21 -6.96 0.554
H 0.35 5.39 -5.64 0.225
H -1.25 4.55 -5.62 0.385
H 1.94 3.03 -6.60 0.508
H 2.23 2.16 -5.05 0.291
H 2.52 3.95 -5.12 0.240
H -0.68 6.29 -3.67 0.350
H -2.75 7.36 -3.03 0.443
H -4.60 6.13 -1.94 0.418
H -4.49 3.65 -1.88 0.473
H -2.40 2.47 -2.70 0.436
H 2.08 5.71 -4.39 0.340
H 2.95 6.34 -2.98 0.565
H 1.23 6.76 -3.34 0.326
H 3.78 4.29 -2.93 0.342
H 2.80 2.84 -2.71 0.273
H 3.20 3.77 -1.24 0.280
H 0.30 5.93 -1.22 0.292
H 2.01 5.93 -0.71 0.537
H 0.93 4.53 -0.39 0.237

Record 6
49
Properties=species:S:1:pos:R:3:mulliken_charge:R:1 method="wB97M-V/def2-TZVPD" spin_multiplicity=2 de_lowest_kj_mol=101.1 charge=-1 total_energy_ev=-49366.9870 s_squared=0.754 mol_weight_g_mol=599.415 largest_force_ev_per_a=2.391
Au 0.28 -0.09 0.56 1.115
O -0.38 -5.47 3.45 -0.533
C -0.25 -4.25 2.87 1.154
C 0.69 -3.33 3.30 -0.330
C 0.77 -2.11 2.65 -0.097
N -0.03 -1.83 1.64 -0.344
C -0.95 -2.70 1.21 0.228
C -1.10 -3.93 1.81 -0.493
C -1.83 -2.23 0.04 0.106
O -2.77 -2.94 -0.27 -0.731
O -1.47 -1.13 -0.49 -0.521
C 1.79 -1.03 3.05 0.242
O 2.49 -1.25 4.03 -0.738
O 1.79 0.00 2.30 -0.625
H 0.27 -5.56 4.15 0.288
H 1.36 -3.52 4.13 0.456
H -1.85 -4.61 1.45 0.549
S -0.47 -0.03 -3.78 -0.301
C -0.46 1.03 -2.57 0.041
C 3.63 2.37 -0.75 -1.506
C 3.21 1.54 -1.97 0.332
C 3.23 0.04 -1.64 -1.178
C 1.87 1.99 -2.53 0.213
C 1.86 2.64 -3.72 -1.153
C 0.71 3.30 -4.25 -0.919
C -0.47 3.31 -3.60 -1.301
C -0.69 2.49 -2.41 1.045
C -1.78 3.02 -1.46 0.323
C -1.19 4.12 -0.57 -1.531
C -2.48 1.95 -0.62 -1.355
C 0.61 1.78 -1.78 1.922
O 0.65 1.65 -0.43 -1.184
H 4.61 2.05 -0.39 0.449
H 2.91 2.23 0.06 0.286
H 3.68 3.43 -1.00 0.317
H 3.94 1.71 -2.76 0.507
H 2.66 -0.16 -0.74 -0.060
H 4.26 -0.29 -1.46 0.499
H 2.81 -0.55 -2.45 0.290
H 2.80 2.74 -4.26 0.362
H 0.81 3.87 -5.17 0.353
H -1.29 3.93 -3.94 0.377
H -2.53 3.47 -2.11 0.582
H -0.44 3.70 0.09 0.233
H -1.97 4.59 0.03 0.466
H -0.72 4.90 -1.19 0.358
H -1.82 1.57 0.15 -0.054
H -2.78 1.10 -1.24 0.333
H -3.37 2.37 -0.15 0.527

Record 7
72
Properties=species:S:1:pos:R:3:mulliken_charge:R:1 method="wB97M-V/def2-TZVPD" de_lowest_kj_mol=0.0 charge=+4 total_energy_ev=-70687.2073 mol_weight_g_mol=569.593 largest_force_ev_per_a=3.600
V -0.31 0.09 0.00 -1.079
N -0.13 0.68 -4.52 0.098
C -0.61 0.61 -3.29 -0.330
N 0.14 0.52 -2.21 -0.017
C 1.51 0.56 -2.37 0.293
N 2.24 0.62 -1.29 -1.949
N 1.63 0.60 -0.13 1.889
C 2.27 0.99 0.92 -0.683
C 1.56 0.91 2.16 0.425
C 2.12 1.30 3.39 -0.759
C 1.38 1.13 4.55 -0.665
C 0.11 0.57 4.44 -1.016
C -0.37 0.20 3.19 -0.229
N 0.33 0.37 2.07 1.010
C 2.11 0.60 -3.68 0.594
C 3.49 0.58 -3.91 -0.348
C 3.97 0.58 -5.21 -0.838
C 3.08 0.64 -6.30 -0.489
C 1.72 0.69 -6.09 -0.944
C 1.23 0.66 -4.79 0.234
H -0.76 0.74 -5.32 0.340
H -1.69 0.61 -3.18 0.455
H 3.30 1.33 0.85 0.652
H 3.11 1.72 3.42 0.608
H 1.78 1.40 5.51 0.600
H -0.49 0.41 5.31 0.543
H -1.34 -0.27 3.12 0.468
H 4.17 0.54 -3.08 0.506
H 5.03 0.54 -5.40 0.474
H 3.47 0.65 -7.30 0.466
H 1.04 0.73 -6.93 0.447
N -0.56 1.95 0.26 -0.086
C -0.60 3.11 0.40 0.456
N -0.66 4.37 0.55 0.168
C -1.78 5.16 0.01 -0.637
C -1.68 6.61 0.45 -0.816
C -1.44 6.69 1.96 -0.606
C -0.14 5.97 2.36 -0.578
C 0.41 5.11 1.21 -0.681
H -2.71 4.73 0.38 0.423
H -1.78 5.09 -1.08 0.410
H -2.61 7.11 0.19 0.385
H -0.88 7.13 -0.08 0.346
H -2.29 6.24 2.47 0.303
H -1.40 7.73 2.26 0.347
H -0.31 5.34 3.24 0.246
H 0.63 6.69 2.62 0.381
H 1.17 4.42 1.57 0.342
H 0.85 5.78 0.46 0.372
N -2.21 -0.31 0.78 -0.112
N -2.36 0.01 -0.57 -0.120
H -2.47 -1.27 1.00 0.324
H -2.75 0.30 1.42 0.338
H -2.81 0.92 -0.71 0.283
H -2.90 -0.69 -1.10 0.375
C 2.68 -4.57 2.64 -0.735
C 2.98 -3.22 2.81 -0.937
C 2.32 -2.25 2.07 -0.081
C 1.33 -2.59 1.12 1.242
C 0.57 -1.71 0.34 1.998
C -0.25 -2.14 -0.68 -0.463
C -0.48 -3.50 -0.89 -1.616
C 0.17 -4.42 -0.09 -0.742
C 1.08 -4.01 0.90 0.438
C 1.75 -4.95 1.70 -0.878
H 3.19 -5.32 3.24 0.467
H 3.74 -2.93 3.51 0.510
H 2.60 -1.22 2.19 0.415
H -0.67 -1.46 -1.43 0.227
H -1.13 -3.83 -1.69 0.517
H 0.02 -5.47 -0.26 0.525
H 1.52 -6.00 1.56 0.493

Record 8
8
Properties=species:S:1:pos:R:3:mulliken_charge:R:1 method="wB97M-V/def2-TZVPD" de_lowest_kj_mol=463.4 charge=0 total_energy_ev=-6691.6897 mol_weight_g_mol=69.063 largest_force_ev_per_a=11.863
C 0.27 0.89 -0.05 -0.079
C -1.05 0.18 0.30 -0.243
C -2.19 -0.45 -0.06 -0.142
H 2.55 -0.96 0.11 0.364
H 0.26 1.92 -0.10 0.369
H -2.98 -1.09 -0.23 0.415
N 1.49 0.48 0.01 -0.340
O 1.63 -0.97 0.03 -0.345